[1]
DFT (the ωB97M-V functional and the def2-TZVPD basis) results for 2 unconnected molecules or ions with the total composition CH2FN5 in a non-equilibrium geometry.

Results
spin multiplicity: 1
E_LUMO (spin up / spin down): -3.178 / -0.712 eV
HOMO level (spin up / spin down): -10.866 / -10.715 eV
strongest force on any atom: 0.0468 hartree/bohr
energy above the lowest of the compared OMol25 structures with the same formula, charge and spin: 307.05 kJ/mol

CARTESIAN COORDINATES (ANGSTROEM)
1 C -3.0972 -1.2540 0.0610
2 N -2.9713 -2.3942 -0.0140
3 N -3.3776 0.0110 0.1514
4 N -2.7619 1.0541 0.0690
5 N 0.7862 0.4592 0.1399
6 N -1.6341 1.4864 0.2162
7 F -1.5003 2.8198 -0.0394
8 H 0.6786 -0.0129 -0.7537
9 H 0.5835 -0.2109 0.8753



[2]
DFT (the ωB97M-V functional and the def2-TZVPD basis) results for a molecular structure, C16H23BEuF4N5OS in a non-equilibrium geometry.

Results
spin multiplicity: 8
E_LUMO (spin up / spin down): -2.088 / -2.090 eV
HOMO level (spin up / spin down): -9.342 / -10.876 eV
strongest force on any atom: 0.0653 hartree/bohr
energy above the lowest of the compared OMol25 structures with the same formula, charge and spin: 65.85 kJ/mol
charge: +1

CARTESIAN COORDINATES (ANGSTROEM)
1 Eu -0.6661 -0.3763 0.3833
2 O -1.0284 -1.1454 -1.9137
3 C -0.6743 -2.5466 -1.9436
4 C 0.6452 -2.7497 -2.6711
5 C 1.7591 -1.8719 -2.0793
6 C 2.1567 -2.2741 -0.6837
7 C 3.1166 -3.2628 -0.5059
8 C 3.5471 -3.5794 0.7681
9 C 2.9979 -2.8877 1.8357
10 C 2.0156 -1.9508 1.5867
11 N 1.5786 -1.6394 0.3532
12 H -1.1958 -0.8853 -2.8220
13 H -1.4774 -3.1140 -2.4129
14 H -0.5825 -2.8779 -0.9050
15 H 0.5237 -2.5046 -3.7296
16 H 0.9208 -3.8042 -2.6092
17 H 1.4427 -0.8293 -2.0694
18 H 2.6349 -1.9370 -2.7252
19 H 3.5405 -3.7577 -1.3700
20 H 4.3088 -4.3312 0.9254
21 H 3.3221 -3.0711 2.8503
22 H 1.5845 -1.3917 2.4061
23 C -0.6753 -0.8767 4.8692
24 N -1.3746 0.3249 4.4608
25 C -2.5661 0.7905 4.9869
26 C -2.8830 1.9217 4.3284
27 N -1.8771 2.1290 3.4059
28 C -0.9519 1.1540 3.4901
29 S 0.4679 1.0159 2.5528
30 H -1.3548 -1.5145 5.4272
31 H 0.1836 -0.6229 5.4901
32 H -0.3263 -1.4095 3.9883
33 H -3.0902 0.2777 5.7732
34 H -3.7262 2.5800 4.4298
35 H -1.7998 2.9073 2.7776
36 F -3.3219 -2.5541 2.2006
37 B -2.4993 -1.7868 1.4935
38 F -1.0787 -2.1216 1.6639
39 F -2.6474 -1.7618 0.0918
40 F -2.5071 -0.3879 1.8417
41 C -0.0577 3.6761 -0.0532
42 C -1.4124 3.0769 -0.1881
43 N -1.6974 1.7837 -0.1461
44 C -3.0669 1.6830 -0.3440
45 C -3.5992 2.9226 -0.4858
46 N -2.5424 3.7920 -0.3710
47 H 0.6457 2.9157 0.2692
48 H -0.0488 4.4834 0.6803
49 H 0.2834 4.0914 -1.0039
50 H -3.5760 0.7341 -0.3768
51 H -4.6122 3.2488 -0.6429
52 H -2.5965 4.7898 -0.4814



[3]
DFT (the ωB97M-V functional and the def2-TZVPD basis) results for a molecular structure, C23H27N5O4Ti in a non-equilibrium geometry.

Results
spin multiplicity: 1
E_LUMO: -7.579 eV
HOMO level: -14.104 eV
strongest force on any atom: 0.0495 hartree/bohr
energy above the lowest of the compared OMol25 structures with the same formula, charge and spin: 315.43 kJ/mol
charge: +2

CARTESIAN COORDINATES (ANGSTROEM)
1 Ti -0.6536 0.3283 -1.2603
2 C -2.1709 -2.5850 -1.8467
3 C -2.8788 -1.3911 -2.4319
4 N -2.7809 -0.2409 -1.3561
5 C -3.4591 -0.5129 -0.0644
6 C -2.7534 0.2078 1.0535
7 C -3.4484 0.4577 2.2031
8 C -2.7820 1.0651 3.2789
9 C -1.5253 1.5528 3.0827
10 C -0.9031 1.1752 1.8878
11 C 2.8599 -0.4447 -0.3648
12 N 1.4156 -0.9564 -0.7576
13 C 1.0961 -2.3019 -0.0742
14 C 0.0662 -2.9846 -0.9400
15 N -1.0655 -2.0134 -1.0221
16 N -1.4448 0.4453 0.9005
17 H -1.8285 -3.3022 -2.5709
18 H -2.7164 -3.2521 -1.0930
19 H -3.9394 -1.5985 -2.6932
20 H -2.4676 -0.9624 -3.3257
21 H -3.1668 0.6141 -1.7354
22 H -3.6495 -1.5938 0.0769
23 H -4.4332 -0.0672 -0.1417
24 H -4.4347 -0.0006 2.2627
25 H -3.2846 1.1198 4.2378
26 H -0.8994 2.1009 3.7979
27 H 3.4762 -1.1859 -0.8722
28 H 3.1048 0.5394 -0.8690
29 H 1.4953 -1.1980 -1.7614
30 H 0.7642 -2.2299 0.9365
31 H 1.9517 -2.9055 0.0048
32 H -0.2773 -3.9844 -0.5505
33 H 0.5769 -3.0175 -1.9114
34 H -1.3883 -1.8748 -0.0410
35 O -0.2707 4.1292 -0.4216
36 C -0.2524 2.9763 -0.1915
37 O -0.9116 2.0512 -0.8711
38 C 0.7343 2.4040 0.9150
39 C 2.0771 2.9592 0.8456
40 C 3.1893 2.2629 1.1487
41 C 3.1694 0.9195 1.8024
42 C 3.1115 0.9139 3.2062
43 C 3.0736 -0.2765 3.8785
44 C 3.2163 -1.5091 3.2661
45 C 3.2130 -1.5159 1.8623
46 C 3.0824 -0.3078 1.1119
47 N 0.4504 1.4483 1.7108
48 H 2.1379 3.8878 0.2955
49 H 4.2006 2.6665 1.0355
50 H 2.9447 1.8800 3.6942
51 H 2.8285 -0.3154 4.9314
52 H 3.2571 -2.3685 3.9529
53 H 3.4397 -2.4397 1.2877
54 C -0.0244 1.9211 -4.8202
55 C -0.3125 1.3278 -3.5113
56 O 0.5683 1.0579 -2.6091
57 O -1.4841 0.8930 -3.1545
58 H -0.5064 2.8596 -4.9655
59 H -0.4198 1.1294 -5.5043
60 H 1.0324 2.0427 -4.9355